*one*
This record from the Open Molecules 2025 dataset describes a cluster of 2 separate species, H4O2 in total. The level of theory is wB97M-V/def2-TZVPD.

Element x y z (Å)
1 O -1.904 -0.187 -0.151
2 H -1.939 0.723 0.211
3 H -0.945 -0.339 -0.360
4 O 1.356 -0.153 -0.217
5 H 1.360 -0.624 0.631
6 H 2.071 0.580 -0.114

## Properties
SMILES = O.O
Frontier orbital gap = 11.72 eV



*two*
This record from the Open Molecules 2025 dataset describes a cluster of 2 separate species, H4O2 in total. The level of theory is wB97M-V/def2-TZVPD.

Element x y z (Å)
1 O 1.162 -0.085 -0.278
2 H 1.077 0.640 0.325
3 H 1.342 -0.809 0.326
4 O -1.461 -0.211 -0.158
5 H -1.608 0.754 -0.141
6 H -0.512 -0.289 -0.075

## Properties
SMILES = O.O
Frontier orbital gap = 11.54 eV



How far above the most stable structure does each one sit? In hartree: *one* 0.0000; *two* 0.0033.



*one*
This record from the Open Molecules 2025 dataset describes a cluster of 2 separate species, H4O2 in total. The level of theory is wB97M-V/def2-TZVPD.

Element x y z (Å)
1 O 1.411 -0.104 -0.050
2 H 2.054 0.586 -0.208
3 H 1.873 -0.800 0.327
4 O -2.062 -0.180 -0.063
5 H -1.225 -0.035 -0.585
6 H -2.051 0.533 0.580

## Properties
SMILES = O.O
Frontier orbital gap = 11.86 eV



*two*
This record from the Open Molecules 2025 dataset describes a cluster of 2 separate species, H4O2 in total. The level of theory is wB97M-V/def2-TZVPD.

Element x y z (Å)
1 O -0.678 0.141 -1.555
2 H -1.613 -0.026 -1.671
3 H -0.291 -0.058 -2.408
4 O 0.607 -0.180 2.127
5 H 0.520 -0.090 1.178
6 H 1.455 0.213 2.329

## Properties
SMILES = O.O
Frontier orbital gap = 12.09 eV



*three*
This record from the Open Molecules 2025 dataset describes a cluster of 2 separate species, H4O2 in total. The level of theory is wB97M-V/def2-TZVPD.

Element x y z (Å)
1 O 1.641 -0.022 -0.035
2 H 0.762 -0.085 0.368
3 H 2.046 0.756 0.360
4 O -1.303 -0.178 0.114
5 H -1.514 -0.996 -0.348
6 H -1.632 0.524 -0.458

## Properties
SMILES = O.O
Frontier orbital gap = 11.81 eV



How far above the most stable structure does each one sit? In hartree: *one* 0.0061; *two* 0.0035; *three* 0.0000.



*one*
This record from the Open Molecules 2025 dataset describes a cluster of 2 separate species, H4O2 in total. The level of theory is wB97M-V/def2-TZVPD.

Element x y z (Å)
1 O -0.285 -0.197 -1.740
2 H -0.390 -0.224 -0.764
3 H -0.797 -0.912 -2.143
4 O 0.291 0.326 1.606
5 H -0.068 0.152 2.503
6 H 1.208 -0.052 1.471

## Properties
SMILES = O.O
Frontier orbital gap = 11.93 eV



*two*
This record from the Open Molecules 2025 dataset describes a cluster of 2 separate species, H4O2 in total. The level of theory is wB97M-V/def2-TZVPD.

Element x y z (Å)
1 O -0.965 -1.624 -1.017
2 H -0.432 -1.602 -1.843
3 H -0.564 -0.931 -0.444
4 O 0.491 1.080 0.899
5 H 1.447 1.274 1.032
6 H 0.023 1.804 1.374

## Properties
SMILES = O.O
Frontier orbital gap = 11.79 eV



How far above the most stable structure does each one sit? In hartree: *one* 0.0026; *two* 0.0000.



*one*
This record from the Open Molecules 2025 dataset describes an isolated molecule of C4H4N2. The level of theory is wB97M-V/def2-TZVPD.

Element x y z (Å)
1 C -0.332 2.211 -0.658
2 C -0.278 1.089 -0.237
3 C -0.222 -0.299 0.186
4 N 0.682 -0.567 1.247
5 C 0.129 -1.128 -1.132
6 N -0.617 -1.981 -1.385
7 H -0.364 3.213 -1.014
8 H -1.228 -0.622 0.505
9 H 1.632 -0.396 0.943
10 H 0.590 -1.524 1.571

## Properties
SMILES = C#C[C@H](N)C#N
Frontier orbital gap = 10.21 eV



*two*
This record from the Open Molecules 2025 dataset describes an isolated molecule of C4H4N2. The level of theory is wB97M-V/def2-TZVPD.

Element x y z (Å)
1 C 0.744 0.845 -0.056
2 C -0.782 0.813 0.008
3 C -1.435 -0.371 0.163
4 N -0.581 -1.734 0.140
5 N 0.658 -1.711 -0.044
6 C 1.450 -0.315 -0.143
7 H 1.102 1.894 -0.008
8 H -1.187 1.839 -0.100
9 H -2.494 -0.678 0.286
10 H 2.522 -0.582 -0.246

## Properties
SMILES = c1ccnnc1
Frontier orbital gap = 9.53 eV



How far above the most stable structure does each one sit? In hartree: *one* 0.0235; *two* 0.0000.



*one*
This record from the Open Molecules 2025 dataset describes an isolated molecule of C4H4N2. The level of theory is wB97M-V/def2-TZVPD.

Element x y z (Å)
1 N -0.174 -1.418 -0.638
2 C -0.297 0.637 0.713
3 C 0.445 -0.339 -0.022
4 C 1.689 0.039 0.101
5 C -0.711 1.864 0.125
6 N -1.154 2.799 -0.405
7 H -0.885 -1.079 -1.268
8 H -0.492 -2.153 -0.023
9 H -0.968 0.259 1.495
10 H 2.571 -0.608 0.006

## Properties
Frontier orbital gap (alpha / beta) = 8.29 / 8.66 eV



*two*
This record from the Open Molecules 2025 dataset describes a structure of composition C4H4N2. The level of theory is wB97M-V/def2-TZVPD.

Element x y z (Å)
1 N 1.031 -1.030 0.559
2 C -0.026 -0.359 -0.130
3 C -0.279 1.035 0.241
4 C -0.492 2.157 0.633
5 C -0.464 -0.831 -1.416
6 N -0.969 -1.253 -2.377
7 H 1.947 -1.059 0.125
8 H 1.109 -0.731 1.525
9 H -1.143 -1.091 -0.200
10 H -0.719 3.152 0.964

## Properties
Frontier orbital gap = 9.93 eV



*three*
This record from the Open Molecules 2025 dataset describes an isolated molecule of C4H4N2. The level of theory is wB97M-V/def2-TZVPD.

Element x y z (Å)
1 N -1.555 -1.878 -1.621
2 C -1.083 -1.370 -0.693
3 C -0.486 -0.702 0.466
4 C -0.812 0.747 0.741
5 C 0.367 0.511 0.261
6 N 1.606 0.879 -0.168
7 H -0.261 -1.395 1.280
8 H -1.604 1.398 1.067
9 H 1.649 1.672 -0.790
10 H 2.210 0.123 -0.447

## Properties
SMILES = N#C[C@@H]1C=C1N
Frontier orbital gap = 10.06 eV



How far above the most stable structure does each one sit? In hartree: *one* 0.0949; *two* 0.0754; *three* 0.0000.



*one*
This record from the Open Molecules 2025 dataset describes a cluster of 2 separate species, C4H4N2 in total. The level of theory is wB97M-V/def2-TZVPD.

Element x y z (Å)
1 C 0.923 0.904 -0.048
2 C 1.661 -0.088 -0.189
3 N 0.597 -1.984 -0.060
4 N -0.503 -2.004 0.168
5 C -1.655 -0.156 0.199
6 C -0.964 0.861 -0.005
7 H 1.051 1.969 0.059
8 H 2.560 -0.655 -0.295
9 H -2.525 -0.757 0.346
10 H -1.144 1.910 -0.175

## Properties
Frontier orbital gap = 8.27 eV



*two*
This record from the Open Molecules 2025 dataset describes a cluster of 3 separate species, C4H4N2 in total. The level of theory is wB97M-V/def2-TZVPD.

Element x y z (Å)
1 C 0.660 -0.113 1.712
2 C -0.481 0.121 2.001
3 H 1.688 -0.315 1.530
4 H -1.484 0.347 2.278
5 C 0.571 -0.157 -1.979
6 C 1.330 -0.570 -1.143
7 H -0.099 0.203 -2.730
8 H 2.043 -0.953 -0.448
9 N -2.288 0.683 -0.090
10 N -1.942 0.754 -1.132

## Properties
SMILES = C#C.C#C.N#N
Frontier orbital gap = 11.52 eV



How far above the most stable structure does each one sit? In hartree: *one* 0.0830; *two* 0.0000.